Below is a 7-piece molecular cluster, C15H42N12O10S overall at a distorted geometry, with properties calculated with ωB97M-V/def2-TZVPD.

Values from the calculation:
net charge = 0
HOMO-LUMO gap = 9.3350 eV

Cartesian coordinates (Å):
S: 0.07 1.86 -2.32
O: -0.98 2.82 -3.01
O: 5.43 2.77 2.21
O: -0.45 0.26 -2.65
O: -2.56 5.24 -0.79
O: 0.40 -5.85 -0.45
O: -4.57 -6.97 -0.61
O: -3.09 -3.15 -1.62
O: 3.97 -0.98 -0.05
O: -0.93 5.44 4.30
O: 1.40 2.07 -3.11
N: -2.51 4.83 2.83
N: -0.74 6.05 2.14
N: -2.47 7.47 -1.11
N: -3.99 -3.43 -3.67
N: -1.70 6.06 -2.70
N: 0.36 -5.91 1.80
N: 6.08 2.55 4.36
N: 7.56 3.26 2.79
N: -5.18 -9.00 0.16
N: -3.54 -5.23 -2.37
N: -3.24 -8.07 0.84
N: -1.24 -4.78 0.66
C: -1.36 5.44 3.16
C: -3.52 -3.89 -2.50
C: 4.34 1.57 -0.23
C: 1.60 1.56 0.20
C: 6.30 2.85 3.07
C: -1.37 0.01 -0.31
C: -4.34 -7.95 0.08
C: 3.07 -1.99 -0.63
C: -2.26 6.19 -1.49
C: -0.13 -5.53 0.61
C: -1.05 1.51 0.31
C: 4.25 0.12 -0.99
C: -1.71 0.04 -1.93
C: 0.23 2.24 -0.47
C: 2.94 2.43 -0.18
H: -3.02 4.36 3.56
H: -2.58 -7.30 0.81
H: -2.90 7.61 -0.20
H: 7.76 3.49 1.83
H: -2.01 2.20 0.35
H: -2.23 8.27 -1.67
H: 3.08 3.23 0.68
H: -6.03 -8.95 -0.40
H: -5.02 -9.81 0.72
H: -1.44 6.83 -3.29
H: 8.28 3.33 3.48
H: -1.08 6.07 1.20
H: 3.52 -3.10 -0.57
H: 3.49 0.24 -1.87
H: 5.15 2.25 4.61
H: -4.35 -4.02 -4.40
H: 5.33 -0.09 -1.45
H: 2.85 3.06 -1.18
H: -2.32 -0.44 0.22
H: 5.11 2.23 -0.86
H: -3.89 -5.85 -3.08
H: -3.99 -2.43 -3.80
H: 6.78 2.62 5.08
H: -0.48 -0.74 -0.12
H: -1.52 5.11 -3.02
H: -3.04 -8.86 1.42
H: 1.20 -6.47 1.80
H: 2.08 -2.04 0.03
H: -1.64 -4.48 -0.21
H: -1.69 -4.51 1.52
H: 2.80 -1.83 -1.76
H: 1.45 1.56 1.38
H: 0.13 6.53 2.35
H: -2.54 0.85 -2.15
H: -2.89 4.82 1.89
H: -0.06 -5.65 2.68
H: -3.19 -5.62 -1.50
H: -0.71 1.33 1.44
H: 4.85 1.45 0.84
H: 0.18 3.40 -0.32
H: -2.14 -0.99 -2.27
H: 1.61 0.45 -0.16

Below is C15H43Li2O12 as an isolated structure at a distorted geometry, with properties calculated with ωB97M-V/def2-TZVPD.

Values from the calculation:
net charge = +1
ΔE to the lowest compared entry with this formula, charge and spin = 34.3 kcal per mole
HOMO-LUMO gap = 6.9438 eV

Cartesian coordinates (Å):
O: 2.53 0.04 -1.29
O: -4.38 -2.24 2.29
O: 1.99 -3.08 -3.79
O: 4.75 2.79 0.54
O: 3.05 -2.79 1.19
O: -1.25 5.69 -2.57
O: 5.15 -2.19 3.24
O: 2.98 -4.60 -1.41
O: 3.25 1.51 2.65
O: -3.57 0.51 2.92
O: -5.81 0.92 1.35
O: -4.90 -1.16 -0.26
C: -3.49 1.44 1.85
C: 3.23 2.92 2.43
C: 4.17 -3.19 3.31
C: -4.84 1.99 1.40
C: -3.18 4.36 -3.10
C: 3.50 3.32 1.01
C: 1.78 -3.86 -1.49
C: -1.66 4.50 -3.24
C: -1.00 3.27 -2.70
C: 0.41 -0.61 -0.26
C: -3.71 -1.84 0.01
C: 3.88 -3.75 1.92
C: 1.36 0.52 -0.72
C: 1.33 -4.05 -2.94
C: -3.91 -2.88 1.11
Li: 3.54 1.43 -2.65
Li: 2.89 -1.43 -2.94
H: 0.25 -3.96 -3.09
H: -2.88 2.24 2.29
H: -3.79 -0.33 2.50
H: -4.61 -3.59 0.68
H: -2.97 1.06 0.97
H: 1.83 -2.80 -1.23
H: 4.81 3.12 -0.36
H: -5.31 -2.44 2.43
H: 4.80 -3.66 1.35
H: 0.03 -1.25 -1.06
H: 3.99 3.37 3.09
H: 5.51 -2.01 4.12
H: -5.19 -0.57 0.45
H: 2.12 -2.99 1.32
H: 4.58 -4.02 3.91
H: 0.77 1.14 -1.41
H: 1.61 -3.17 -4.67
H: -2.92 -1.12 0.28
H: 0.07 3.20 -2.96
H: -5.19 2.72 2.13
H: 1.65 -5.03 -3.30
H: -3.46 4.13 -2.07
H: 3.32 -4.68 1.90
H: -3.30 -2.31 -0.89
H: 3.25 -2.86 3.79
H: -2.97 -3.38 1.36
H: 2.73 2.99 0.30
H: -0.99 3.30 -1.61
H: -1.47 4.71 -4.30
H: 3.74 -4.16 -1.02
H: -4.69 2.41 0.40
H: -0.32 5.84 -2.75
H: 1.05 -4.25 -0.78
H: 3.46 4.42 1.02
H: -3.53 3.63 -3.83
H: 0.99 -1.29 0.37
H: 2.29 3.33 2.82
H: 1.52 1.10 0.19
H: -1.43 2.32 -2.99
H: -6.13 0.87 2.25
H: -0.39 -0.21 0.36
H: 2.80 1.35 3.49
H: -3.71 5.28 -3.32

Below is C15H43N4O9V as an isolated structure at a distorted geometry, with properties calculated with ωB97M-V/def2-TZVPD.

Values from the calculation:
net charge = 0
HOMO-LUMO gap = 9.1716 eV

Cartesian coordinates (Å):
V: 0.24 0.26 -0.15
O: -2.50 2.79 1.58
O: 0.49 0.68 2.10
O: -1.96 0.24 0.32
O: -0.13 0.52 -2.39
O: 1.18 1.48 -0.27
O: 1.10 -1.05 -0.36
O: 4.21 0.00 3.42
O: 3.19 0.62 -4.55
O: 0.68 -6.84 -1.23
N: -0.37 2.10 3.54
N: -2.21 -0.05 -2.68
N: 1.11 0.72 4.15
N: -1.12 0.68 -4.40
C: -3.71 -1.43 0.38
C: -4.27 3.08 0.10
C: -1.93 3.63 -0.58
C: -1.08 0.40 -3.12
C: 0.41 1.18 3.18
C: -2.63 -0.70 1.16
C: -3.04 -0.35 2.60
C: 1.88 -4.90 -1.26
C: 4.96 0.95 2.79
C: 0.70 -5.58 -0.56
C: -0.62 -4.75 -0.89
C: 4.07 1.42 1.62
C: 2.91 1.47 -3.50
C: 3.64 1.10 -2.15
C: -2.96 3.59 0.55
H: -0.52 -3.87 -0.26
H: 5.16 1.87 3.34
H: -1.92 -1.54 1.14
H: -1.99 0.39 -4.82
H: -3.96 -2.37 0.89
H: 3.52 0.68 1.04
H: -2.32 3.06 -1.43
H: -2.45 1.92 1.18
H: -3.52 0.63 2.60
H: 3.34 2.44 -3.76
H: 3.37 0.07 -1.91
H: -2.35 -0.14 -1.68
H: -3.47 -1.85 -0.59
H: -4.84 2.76 0.98
H: 1.00 1.19 5.04
H: -1.55 -5.27 -0.66
H: -0.66 -4.54 -1.96
H: 1.84 1.58 -3.34
H: -2.19 -0.03 3.21
H: 1.23 -7.38 -0.67
H: 4.71 1.07 -2.36
H: -1.14 2.21 2.89
H: -0.23 0.59 -4.88
H: -1.86 4.63 -1.01
H: -3.03 4.58 1.00
H: -0.45 2.19 4.54
H: -4.90 3.79 -0.43
H: 2.01 -5.09 -2.33
H: 1.61 -3.84 -1.32
H: 4.53 -0.25 4.29
H: 3.24 2.06 1.92
H: 1.78 0.00 3.93
H: 2.76 -5.09 -0.65
H: -4.17 2.20 -0.54
H: -4.69 -0.95 0.35
H: -0.94 3.23 -0.38
H: -2.89 -0.34 -3.37
H: 2.49 0.47 -5.19
H: 4.62 2.06 0.93
H: 5.84 0.42 2.42
H: -3.59 -0.99 3.29
H: 3.50 1.82 -1.34
H: 0.83 -5.64 0.52

Below is a 11-piece molecular cluster, C15H43N5O20 overall at a distorted geometry, with properties calculated with ωB97M-V/def2-TZVPD.

Values from the calculation:
net charge = 0
ΔE to the lowest compared entry with this formula, charge and spin = 15.1 kcal per mole
HOMO-LUMO gap = 10.2063 eV

Cartesian coordinates (Å):
O: 1.34 3.94 8.68
O: 4.40 -4.76 -5.93
O: 0.75 -0.39 1.19
O: -5.10 3.72 1.56
O: -3.15 3.94 0.67
O: 1.23 -1.71 -8.99
O: 2.48 0.29 0.21
O: 2.95 6.69 4.36
O: -5.25 -6.18 -1.35
O: 1.14 1.69 8.61
O: 5.48 -5.53 -7.69
O: 0.31 -0.52 -7.44
O: -5.85 -4.14 -1.93
O: -0.27 -5.69 5.77
O: 0.84 -6.03 -1.03
O: -6.65 -5.00 0.00
O: -1.18 6.30 -8.17
O: 5.38 6.41 -2.22
O: -0.42 2.82 9.66
O: -0.71 6.55 -6.11
N: -1.42 6.12 -7.00
N: 1.08 -0.69 -8.39
N: -3.91 3.98 1.65
N: 1.39 -0.18 0.20
N: 4.57 -5.58 -6.84
C: 2.22 1.50 7.68
C: 3.59 -6.69 -6.96
C: 0.83 -6.30 6.42
C: -2.68 5.48 -6.73
C: 0.72 -0.25 -1.13
C: 2.00 -6.49 -0.32
C: 1.85 0.53 -8.81
C: -5.92 -5.23 -1.11
C: -6.13 -2.80 -1.54
C: -7.05 -6.11 0.72
C: 4.25 5.67 -2.35
C: -0.90 3.96 10.35
C: -3.33 4.60 2.89
C: 0.84 2.91 9.10
C: 3.83 5.88 3.67
H: 0.70 -6.21 7.50
H: 2.69 6.33 5.21
H: -5.45 -2.21 -2.15
H: 0.09 -5.27 4.98
H: -0.72 4.88 9.81
H: 4.21 4.92 -1.56
H: -7.18 -2.49 -1.58
H: 2.74 -6.52 -6.29
H: -4.19 4.94 3.47
H: -0.23 3.99 11.21
H: 4.40 6.52 2.99
H: 0.97 -7.34 6.13
H: -2.80 3.84 3.46
H: -6.89 -6.11 1.80
H: 1.64 -6.88 0.63
H: 4.23 5.22 -3.34
H: 2.10 2.23 6.88
H: 2.73 0.72 -8.21
H: 0.60 0.77 -1.50
H: 5.06 7.26 -2.55
H: 2.56 -5.56 -0.25
H: -1.96 3.99 10.58
H: 3.39 -7.00 -7.98
H: 3.25 5.16 3.10
H: 3.30 6.17 -2.16
H: 4.10 -7.52 -6.46
H: -2.79 5.50 2.61
H: -0.24 -0.77 -1.12
H: 1.75 -5.77 6.17
H: 1.23 1.36 -9.14
H: -5.83 -2.64 -0.51
H: -3.13 5.09 -7.65
H: 1.42 -0.71 -1.82
H: 2.59 -7.25 -0.83
H: -8.09 -6.21 0.40
H: 3.17 1.55 8.21
H: -3.26 6.36 -6.45
H: 4.50 5.30 4.30
H: -6.58 -7.01 0.34
H: 2.12 0.48 7.31
H: -2.37 4.73 -6.00
H: 2.38 0.24 -9.72
H: 0.24 -6.77 -1.16

Below is C15H44CuO9S7 as an isolated structure at a distorted geometry, with properties calculated with ωB97M-V/def2-TZVPD.

Values from the calculation:
net charge = +2
ΔE to the lowest compared entry with this formula, charge and spin = 0.0 kcal per mole
multiplicity = 2
HOMO-LUMO gap (spin up / spin down) = 9.7876 / 7.4283 eV
<S²> = 0.75

Cartesian coordinates (Å):
Cu: 0.50 0.26 -0.11
S: 0.80 2.86 2.01
S: -1.17 0.43 -3.45
S: 1.49 3.46 -2.03
S: -1.15 -2.90 -1.04
S: 1.69 -2.32 2.28
S: 2.62 -1.64 -1.42
S: -2.34 -0.04 1.62
O: -0.21 0.39 -2.30
O: 1.18 -1.09 1.60
O: -2.93 -1.43 1.14
O: 2.28 -0.28 -0.85
O: -1.63 -0.24 2.84
O: -0.40 -1.68 -0.56
O: -1.66 0.53 0.47
O: 1.21 2.24 -1.20
O: 1.12 1.44 1.60
C: 3.25 3.44 -2.34
C: -3.41 -2.43 2.07
C: 1.37 4.85 -0.89
C: -0.17 0.91 -4.88
C: 0.31 -3.45 2.47
C: 4.19 -2.06 -0.65
C: -4.78 -2.14 2.64
C: 2.15 3.42 3.07
C: 3.29 -1.25 -3.05
C: -2.72 -2.42 -1.79
C: 1.89 -1.93 4.03
C: -2.08 1.99 -3.22
C: -3.81 0.94 1.87
C: -0.33 -3.40 -2.57
C: -0.46 2.72 3.31
H: -4.19 0.64 2.83
H: 3.76 -2.15 -3.46
H: 0.66 1.55 -4.58
H: 2.82 -1.39 4.21
H: -0.07 1.93 3.96
H: 2.13 4.81 -0.11
H: 4.02 -0.46 -2.90
H: -0.46 -3.18 3.19
H: 3.85 3.26 -1.45
H: -4.45 0.76 1.01
H: -3.38 -3.29 -1.85
H: 0.97 -1.52 4.43
H: 4.82 -1.17 -0.67
H: 2.07 -2.90 4.51
H: -5.18 -2.95 3.26
H: 0.75 -4.40 2.79
H: 3.43 2.72 -3.13
H: -5.49 -1.89 1.85
H: 1.57 5.80 -1.39
H: -3.46 -3.34 1.47
H: 3.57 4.42 -2.71
H: 2.47 -0.95 -3.69
H: 0.24 -0.04 -5.23
H: 3.01 3.53 2.40
H: 4.07 -2.41 0.37
H: -2.46 1.91 -2.20
H: -0.77 1.38 -5.66
H: -1.42 2.84 -3.30
H: 0.36 4.79 -0.50
H: -3.55 2.00 1.87
H: -0.93 -4.13 -3.12
H: -2.96 2.02 -3.87
H: -0.52 3.67 3.84
H: -0.13 -3.63 1.49
H: 2.43 2.71 3.84
H: -1.36 2.36 2.84
H: 0.59 -3.90 -2.28
H: -2.67 -2.56 2.86
H: 4.73 -2.84 -1.19
H: -0.18 -2.53 -3.21
H: -3.18 -1.65 -1.18
H: 1.77 4.39 3.38
H: -4.75 -1.36 3.42
H: -2.61 -2.05 -2.81

Below is C15H44N4O7 as an isolated structure at a distorted geometry, with properties calculated with ωB97M-V/def2-TZVPD.

Values from the calculation:
net charge = 0
ΔE to the lowest compared entry with this formula, charge and spin = 460.5 kcal per mole
HOMO-LUMO gap = 8.2237 eV

Cartesian coordinates (Å):
O: 0.20 3.75 1.94
O: -1.68 2.56 -2.32
O: 0.48 -3.79 -0.31
O: -2.03 -2.15 1.79
O: 1.27 -0.22 2.25
O: -0.67 -2.18 -1.58
O: 1.76 -2.40 -3.36
N: -1.03 -0.68 3.16
N: -0.11 -1.14 -3.20
N: 1.12 -1.11 -5.05
N: 0.19 -1.79 1.88
C: -3.53 1.47 -1.77
C: 2.30 0.15 1.44
C: 0.54 1.98 3.44
C: -0.90 0.23 -0.94
C: 0.27 2.38 2.03
C: 1.66 0.49 0.09
C: -0.86 -1.30 -0.46
C: 0.95 -1.60 -3.84
C: -1.09 1.88 1.64
C: 3.22 -1.09 1.42
C: -2.63 3.46 -0.45
C: 1.81 -3.32 -0.43
C: 1.74 -1.94 -1.05
C: -1.04 -1.58 2.21
C: -2.31 2.15 -1.20
H: 0.06 -1.42 0.10
H: -1.82 3.83 0.18
H: -0.39 -1.57 -2.32
H: -4.08 0.93 -0.99
H: 2.33 -3.96 -1.14
H: -4.29 2.15 -2.13
H: -1.80 0.60 -1.43
H: -1.15 0.80 1.75
H: -3.14 4.23 -1.03
H: 1.34 2.56 3.92
H: -0.29 -2.97 -1.20
H: -1.56 1.59 -0.63
H: -0.67 -0.42 -3.63
H: 0.47 -4.71 -0.02
H: -2.23 3.16 -2.82
H: -0.85 0.79 -0.01
H: 1.17 -1.95 -1.98
H: -0.19 -0.44 3.68
H: 2.02 -1.26 -5.49
H: -1.66 -1.64 0.20
H: -3.47 3.20 0.18
H: 0.08 3.95 1.01
H: -3.24 0.72 -2.51
H: 2.41 0.52 -0.70
H: 2.22 -3.47 0.57
H: -1.28 2.03 0.58
H: 1.31 -1.22 -0.34
H: 0.93 -0.20 -0.35
H: 2.90 -1.96 0.86
H: 2.79 -1.70 -1.21
H: 0.61 0.90 3.59
H: 4.22 -0.91 1.03
H: 1.63 -0.35 3.12
H: 0.97 2.01 1.29
H: 1.26 1.49 0.21
H: -0.01 0.59 -1.47
H: 0.91 -1.10 1.99
H: -1.90 2.28 2.25
H: 3.39 -1.52 2.40
H: -1.90 -0.37 3.56
H: -0.34 2.34 3.98
H: 0.51 -0.36 -5.35
H: 0.32 -2.40 1.08
H: 2.79 1.01 1.90